Entry 1:
Here is the ion C6H11ClN3 with charge +1 at a distorted geometry from the Open Molecules 2025 dataset. Energies are from wB97M-V/def2-TZVPD.

Each line ends with the Löwdin charge.
Geometry (Å):
C1 -2.142 0.108 0.205  -0.25
C2 -0.478 1.130 -1.026  -0.46
C3 0.037 -0.794 0.641  -0.08
C4 -0.589 0.593 -2.333  -0.04
C5 1.838 -1.282 2.376  -0.01
C6 0.713 1.323 -0.459  -0.52
N1 -1.662 1.335 -0.254  0.04
N2 -1.176 -0.848 0.661  0.21
N3 1.233 -1.122 1.041  0.03
Cl1 1.129 2.169 1.021  0.66
H1 -2.824 0.247 1.047  0.15
H2 -2.898 -0.512 -0.337  0.16
H3 -1.393 -0.196 -2.410  0.12
H4 0.290 0.035 -2.744  0.11
H5 -0.766 1.395 -3.051  0.11
H6 1.104 -1.286 3.260  0.14
H7 2.703 -0.638 2.501  0.09
H8 2.285 -2.277 2.295  0.10
H9 1.681 1.311 -1.073  0.12
H10 -1.637 2.131 0.502  0.18
H11 1.836 -1.514 0.388  0.14

Output
total charge = +1
LUMO energy = -3.98 eV
DFT total energy = -23383.556 eV
relative energy (zero: lowest compared OMol25 entry of this formula, charge and spin) = 59.4 kcal per mole
structure (SMILES) = C[NH+]=C=NCN/C(C)=C\Cl
frontier orbital gap = 9.238 eV
HOMO energy = -13.22 eV
multiplicity = 1

=====

Entry 2:
Here is the ion C6H11ClN4O3P with charge +1 from the Open Molecules 2025 dataset. Energies are from wB97M-V/def2-TZVPD.

Each line ends with the Löwdin charge.
Geometry (Å):
O1 0.202 -2.890 1.672  -0.32
P1 0.986 -1.676 1.832  0.81
N1 0.584 -0.468 0.570  -0.04
C1 -0.626 -0.184 0.035  -0.23
C2 -1.901 -0.833 0.448  -0.14
C3 -3.024 -0.850 -0.595  -0.24
C4 -3.382 0.476 -1.246  -0.58
Cl1 -3.559 1.763 -0.026  0.59
N2 -0.468 0.779 -0.872  0.16
N3 0.799 1.094 -0.910  0.17
N4 1.437 0.373 -0.065  -0.10
C5 2.884 0.496 0.153  0.00
C6 3.486 1.367 -0.986  -0.52
O2 3.770 0.860 -2.020  0.18
O3 3.724 2.651 -0.694  0.15
H1 2.363 -1.728 1.611  0.03
H2 0.779 -0.878 2.960  0.05
H3 -1.659 -1.857 0.735  0.10
H4 -2.246 -0.319 1.352  0.12
H5 -2.796 -1.591 -1.366  0.13
H6 -3.905 -1.216 -0.065  0.12
H7 -4.340 0.381 -1.752  0.08
H8 -2.647 0.808 -1.972  0.06
H9 3.337 -0.490 0.071  0.13
H10 3.063 0.915 1.145  0.14
H11 3.140 3.018 -0.018  0.13

Output
total charge = +1
LUMO energy = -4.89 eV
DFT total energy = -40306.100 eV
structure (SMILES) = O=[PH2]n1c(CCCCl)nn[n+]1CC(=O)O
frontier orbital gap = 8.808 eV
HOMO energy = -13.70 eV
multiplicity = 1

=====

Entry 3:
Here is an isolated molecule of C6H11ClS at a distorted geometry from the Open Molecules 2025 dataset. Energies are from wB97M-V/def2-TZVPD.

Each line ends with the Löwdin charge.
Geometry (Å):
C1 -0.098 -0.607 1.170  -0.69
C2 -0.127 0.467 2.243  -0.60
C3 0.484 0.073 -0.101  -0.40
C4 -0.289 1.032 -0.991  -0.23
C5 0.226 0.263 -2.220  -0.17
C6 0.773 -0.841 -1.301  -0.18
H1 -1.963 -2.087 1.784  -0.14
H2 0.653 -1.343 1.478  0.12
H3 0.910 0.724 2.450  0.07
H4 -0.552 0.106 3.156  0.06
H5 1.544 0.472 0.079  0.17
H6 -1.394 0.999 -0.907  0.09
H7 0.033 2.086 -0.900  0.10
H8 -0.540 -0.010 -2.961  0.11
H9 1.002 0.861 -2.714  0.10
H10 1.798 -1.201 -1.485  0.11
H11 0.143 -1.724 -1.347  0.08
S1 -1.697 -1.279 0.763  0.80
Cl1 -0.906 2.008 1.805  0.61

Output
LUMO energy = 0.67 eV
DFT total energy = -29757.107 eV
relative energy (zero: lowest compared OMol25 entry of this formula, charge and spin) = 13.9 kcal per mole
structure (SMILES) = S[C@H](CCl)C1CCC1
frontier orbital gap = 9.927 eV
HOMO energy = -9.25 eV
multiplicity = 1

=====

Entry 4:
Here is a structure of composition C6H11CoN9O2PS2 from the Open Molecules 2025 dataset. Energies are from wB97M-V/def2-TZVPD.

Each line ends with the Mulliken spin population.
Geometry (Å):
Co1 -0.146 -0.969 0.549  0.03
C1 3.283 1.672 -2.522  0.00
C2 1.951 2.220 -2.071  0.00
O1 1.614 1.621 -0.798  0.00
P1 0.217 0.876 -0.650  0.03
S1 0.022 -0.006 2.374  0.96
S2 -0.181 -0.553 -1.925  -0.02
O2 -0.879 2.039 -0.737  0.00
C3 -0.868 3.058 0.289  0.01
C4 -2.192 3.023 1.013  0.00
H1 3.562 2.110 -3.482  0.00
H2 3.219 0.589 -2.632  0.00
H3 4.061 1.898 -1.793  0.00
H4 1.169 1.999 -2.799  0.00
H5 1.987 3.300 -1.920  0.00
H6 -0.697 4.014 -0.209  0.00
H7 -0.041 2.891 0.983  0.00
H8 -3.014 3.160 0.309  0.00
H9 -2.232 3.817 1.762  0.00
H10 -2.324 2.061 1.510  0.00
N1 -0.912 -4.065 1.402  0.00
C5 -1.936 -3.168 1.204  0.00
N2 -3.213 -3.432 1.395  0.00
N3 -3.837 -2.270 1.068  0.00
N4 -2.988 -1.371 0.723  0.00
N5 -1.753 -1.925 0.781  -0.01
C6 0.404 -3.773 1.128  0.00
N6 1.401 -4.627 1.239  0.00
N7 2.490 -3.902 0.865  -0.01
N8 2.162 -2.697 0.569  0.00
N9 0.820 -2.585 0.715  0.02
H11 -1.147 -5.005 1.661  0.00

Output
total charge = -1
LUMO energy (spin up / spin down) = 2.12 / 1.32 eV
DFT total energy = -92493.847 eV
relative energy (zero: lowest compared OMol25 entry of this formula, charge and spin) = 39.9 kcal per mole
frontier orbital gap (spin up / spin down) = 7.240 / 6.424 eV
expectation value of S² = 1.2195
HOMO energy (spin up / spin down) = -5.12 / -5.10 eV
multiplicity = 2